13
Properties=species:S:1:pos:R:3:forces:R:3:nbo_charge:R:1 method="wB97M-V/def2-TZVPD" orbital_gap_ev=10.67 homo_energy_ev=-9.71 spin_multiplicity=1 total_energy_ev=-6219.1110 total_charge=0 smiles="[H]/N=C/N.C=C" de_lowest_ev=2.736
C -0.99833 1.61712 0.86894 -0.391 0.186 0.114 -0.43
H 0.11083 -3.30993 -1.34310 0.098 0.093 -0.241 0.35
C -0.50152 2.76800 0.44859 0.502 -0.018 -0.172 -0.36
C 0.54388 -1.62172 -0.41265 0.245 -0.675 0.114 0.26
H -0.51172 3.04860 -0.59840 -0.309 0.063 0.046 0.20
N 0.97263 -0.47522 -0.65125 -0.308 0.451 -0.947 -0.61
H -0.09369 -1.89473 0.44119 -0.379 0.318 -0.170 0.12
H 0.46968 0.26729 -0.16568 0.485 -0.300 0.563 0.36
H 0.04482 3.43679 1.10226 -0.006 -0.073 0.078 0.20
H -1.58357 0.98918 0.20779 0.120 -0.108 -0.032 0.20
H -0.89831 1.29159 1.89643 -0.078 0.049 0.046 0.20
H 1.48381 -3.36044 -0.57775 0.281 0.038 -0.228 0.36
N 0.96150 -2.75654 -1.21638 -0.260 -0.023 0.829 -0.84